C34H63F2GaN3O7Si | ωB97M-V/def2-TZVPD

Summary:
Frontier orbital gap (Ha): 0.268
2S+1: 1
Lowest unoccupied orbital energy (eV): 2.1
Largest force on an atom (eV Å⁻¹): 4.45
E_tot (eV): -120767.389
Net charge: -1

Structure (XYZ):
```
111
C34H63F2GaN3O7Si | the OMol25 dataset | ωB97M-V/def2-TZVPD
Ga 2.6804 -1.3980 -1.9121
Si -2.0558 0.6702 0.9227
F 1.8744 1.0386 -0.6714
F 0.3443 0.2209 -2.2214
O -8.3351 2.5261 2.5264
O -1.2629 -5.8717 -1.1158
O -3.6578 2.0642 -3.8527
O -1.2613 4.6100 2.0845
O 4.2996 1.5487 -2.3941
O -3.0742 -6.9553 -0.2272
O 2.8137 1.9246 -4.1761
N -3.9169 -0.0480 -4.5495
N 0.2384 5.3947 0.6211
N -8.8375 2.6873 4.7015
C -3.1414 1.0398 -4.2814
C -3.7450 -0.0169 1.5610
C -8.6340 3.0399 6.0897
C -8.0021 2.8914 3.6460
C -2.4922 2.0448 -0.3775
C 7.6321 -2.4534 0.0170
C -2.2050 -6.0795 -0.0514
C -3.7293 -1.4370 2.2342
C 1.0764 -4.0126 -1.4237
C 0.4312 -0.7697 0.1421
C 3.4503 1.1021 -3.4592
C -1.0267 1.5260 2.2874
C 7.0336 -1.0811 -0.5893
C 10.5933 -1.4068 2.3290
C -1.6615 0.9306 -4.5287
C -1.4785 6.9198 1.4988
C 2.0629 -3.2854 -2.4608
C 9.3870 -1.0364 1.3045
C 0.0635 -6.3531 -0.7039
C -6.3924 -0.0145 2.0056
C 9.2210 -2.2260 0.2037
C 1.2021 -0.1856 -1.1338
C -1.1731 -0.7734 0.0279
C -6.3469 -1.4321 2.6309
C 4.3652 -1.4669 -0.6672
C -4.9883 -2.1594 2.7642
C 5.7362 -1.4682 -1.5054
C -5.1057 0.7129 1.4660
C 1.1255 -5.6198 -1.6951
C -6.6838 3.5679 3.9071
C -3.5076 -1.3400 -5.0558
C 3.3160 -0.4684 -3.6888
C -0.8401 5.5581 1.4343
C 0.8853 6.3760 -0.2224
H 0.1044 -7.4955 -0.7820
H -1.2332 0.1429 -3.9058
H -1.5828 -0.8161 -1.0358
H -1.8476 7.2095 0.5126
H 11.0802 -0.4840 2.7990
H -7.2713 -1.9684 3.0183
H 7.7972 -0.5601 -1.2633
H 7.4164 -3.3243 -0.6881
H 4.3088 2.5347 -2.4077
H 0.7868 -0.1772 1.0692
H 4.3192 -2.4788 -0.1056
H -5.1823 1.7526 1.0152
H 0.7980 -5.8996 -2.7519
H 10.1337 -2.0554 3.1496
H 9.7358 -1.8336 -0.7462
H -9.4412 3.7098 6.3950
H -0.7598 7.6556 1.8663
H -3.6165 2.2215 -0.4683
H -3.8003 -2.1013 -4.3290
H -2.0685 1.6738 -1.3862
H -2.4346 -1.3949 -5.2264
H -7.6757 3.5273 6.2553
H -2.7263 -1.9771 2.3436
H 7.0938 -2.6136 1.0276
H 1.9292 6.4599 0.0886
H 0.7561 -1.8537 0.3384
H 2.4338 -0.6001 -4.4216
H 4.2561 -0.9637 -4.1033
H -0.4522 2.3862 1.7784
H -2.3233 6.8892 2.1876
H 9.5513 -0.0283 0.7960
H -8.6861 2.1263 6.6864
H -6.8481 4.5705 4.3086
H 0.8498 6.0177 -1.2534
H 5.7541 -0.7235 -2.3777
H 1.3661 -3.8832 -0.3282
H -6.1331 3.6577 2.9705
H 8.3831 -0.9702 1.8523
H -4.0360 -1.5234 -5.9945
H 0.2683 -5.9792 0.3571
H -9.7003 2.2287 4.4451
H -1.4708 0.7260 -5.5847
H 6.6941 -0.3524 0.2207
H 11.4043 -2.0057 1.7958
H 2.1620 -6.0525 -1.4955
H 0.6093 4.4540 0.6324
H 4.3351 -0.6267 0.1166
H -1.5322 -1.7461 0.5447
H 9.7110 -3.1749 0.6212
H -4.8972 0.1032 -4.3582
H -4.8762 -3.2051 3.2069
H 3.0206 -3.9396 -2.5069
H 5.8677 -2.5248 -1.9515
H -6.0870 2.9736 4.6023
H 0.4085 7.3520 -0.1603
H -1.1811 1.8740 -4.2685
H -0.0020 -3.6937 -1.6625
H 1.6575 -3.2515 -3.5302
H -2.1129 -5.4448 0.9096
H -7.4003 0.5534 1.9130
H -1.6434 2.0027 3.1265
H -1.9921 3.0446 -0.0799
H -0.2549 0.8405 2.7815
```

Löwdin population analysis, charges in e, atoms 1 to 5:
1 Ga 0.50
2 Si 0.58
3 F -0.10
4 F -0.07
5 O 0.01